A 2-piece molecular cluster, CH4Cl2NOP overall in a non-equilibrium geometry, computed with ωB97M-V with the def2-TZVPD basis set.

Output
Frontier orbital gap (spin up / spin down) in hartree: 0.2568 / 0.3136
E in eV: -38971.430
Charge: 0
Relative energy (zero: lowest compared OMol25 entry of this formula, charge and spin) in kJ/mol: 369.44

CARTESIAN COORDINATES (ANGSTROEM)
C (-2.8664, -1.4100, -0.0341)
N (1.9960, 1.6937, -0.3491)
O (1.1325, 0.5089, 1.6916)
P (1.0548, 0.4685, 0.1946)
Cl (-1.5743, -0.4624, 0.6741)
Cl (1.8276, -1.3969, -0.6100)
H (-2.7014, -2.5150, -0.1535)
H (-3.5445, -0.9425, -0.5962)
H (2.5034, 1.7223, -1.1767)
H (2.1724, 2.3336, 0.3592)



A 2-piece molecular cluster, CH4Cl2NOP overall in a non-equilibrium geometry, computed with ωB97M-V with the def2-TZVPD basis set.

Output
Frontier orbital gap (spin up / spin down) in hartree: 0.2635 / 0.3115
E in eV: -38971.326
Charge: 0
Relative energy (zero: lowest compared OMol25 entry of this formula, charge and spin) in kJ/mol: 379.47

CARTESIAN COORDINATES (ANGSTROEM)
C (-2.1753, -1.3095, 0.8395)
N (2.5737, 1.3314, -0.7737)
O (2.2281, 0.5218, 1.7252)
P (1.8995, 0.2255, 0.3669)
Cl (-0.9022, -0.8100, -0.1685)
Cl (2.9334, -1.5368, -0.3029)
H (-2.9376, -0.4979, 1.1188)
H (-1.9226, -1.9511, 1.5419)
H (3.1427, 0.7917, -1.3710)
H (1.9431, 1.9276, -1.2572)



CH4Cl2NPS as an isolated structure in a non-equilibrium geometry, computed with ωB97M-V with the def2-TZVPD basis set.

Output
Frontier orbital gap in hartree: 0.3109
E in eV: -47761.415
Charge: 0
Relative energy (zero: lowest compared OMol25 entry of this formula, charge and spin) in kJ/mol: 101.55

CARTESIAN COORDINATES (ANGSTROEM)
C (0.0587, 0.0524, -0.3772)
N (-0.9841, 0.0422, 0.6407)
P (-2.5268, 0.5642, 0.1838)
S (-2.5917, 2.0899, -0.9616)
Cl (-3.4152, -1.5938, -1.1702)
Cl (-3.7742, 0.3794, 1.6913)
H (-0.3685, 0.6663, -1.3161)
H (0.8587, 0.6331, 0.1280)
H (0.3721, -1.0117, -0.6872)
H (-1.0824, -0.8033, 1.3359)



An isolated ion of composition CH4Cl2O2P and charge +1 in a non-equilibrium geometry, computed with ωB97M-V with the def2-TZVPD basis set.

Output
Frontier orbital gap (spin up / spin down) in hartree: 0.3141 / 0.3008
<S²>: 2.01
E in eV: -39519.998
Charge: +1
Relative energy (zero: lowest compared OMol25 entry of this formula, charge and spin) in kJ/mol: 13.80
2S+1: 3

CARTESIAN COORDINATES (ANGSTROEM)
C (1.0156, 0.6908, -1.1799)
O (-1.3866, -1.7307, 1.0388)
O (0.4874, -0.5308, -0.7249)
P (-0.7467, -0.2929, 0.8304)
Cl (-2.2011, 0.8126, 0.1510)
Cl (0.1605, 0.4403, 2.3597)
H (0.2704, 1.2170, -1.7745)
H (1.9618, 0.5053, -1.8167)
H (1.5167, 1.3854, -0.4386)
H (-1.0781, -2.4970, 1.5547)



A 2-piece molecular cluster, CH4Cl2OP overall in a non-equilibrium geometry, computed with ωB97M-V with the def2-TZVPD basis set.

Output
Frontier orbital gap in hartree: 0.2832
E in eV: -37475.338
Charge: +1
Relative energy (zero: lowest compared OMol25 entry of this formula, charge and spin) in kJ/mol: 223.74

CARTESIAN COORDINATES (ANGSTROEM)
C (1.1209, -0.8438, 0.1881)
O (-0.6174, 0.3078, -1.6927)
P (0.7170, 0.1946, -1.1935)
Cl (-3.2832, 0.4907, 1.3494)
Cl (2.2613, 1.2310, -1.9035)
H (1.5203, -0.2000, 1.0017)
H (1.7819, -1.6033, -0.0913)
H (0.1734, -1.2808, 0.5692)
H (-3.6742, 1.7038, 1.7726)



A 2-piece molecular cluster, CH4Cl2OP overall in a non-equilibrium geometry, computed with ωB97M-V with the def2-TZVPD basis set.

Output
Frontier orbital gap (spin up / spin down) in hartree: 0.1246 / 0.2956
E in eV: -37472.976
Charge: +1
Relative energy (zero: lowest compared OMol25 entry of this formula, charge and spin) in kJ/mol: 451.61

CARTESIAN COORDINATES (ANGSTROEM)
C (-0.3147, -0.8259, 1.0035)
O (-1.1519, 1.4220, -1.9422)
P (-2.4286, 2.2657, -1.3244)
Cl (-3.6011, 2.5675, -2.9015)
Cl (-3.2826, 0.8121, -0.2916)
H (0.7707, -1.0928, 0.8103)
H (-0.6022, 0.1922, 1.3116)
H (-0.7643, -1.6724, 1.2540)
H (-0.6506, 1.9320, -2.6043)



A 2-piece molecular cluster, CH4Cl3N2PS2 overall in a non-equilibrium geometry, computed with ωB97M-V with the def2-TZVPD basis set.

Output
Frontier orbital gap in hartree: 0.2909
E in eV: -72610.261
Charge: 0
Relative energy (zero: lowest compared OMol25 entry of this formula, charge and spin) in kJ/mol: 0.00

CARTESIAN COORDINATES (ANGSTROEM)
N (-0.8757, 0.0937, -1.0809)
P (-1.2272, 0.6417, 0.4582)
N (-2.6630, -0.0578, 0.9331)
S (-1.0931, 2.5988, 0.5096)
Cl (0.1255, -0.3978, 1.5649)
H (-0.5172, -0.8346, -1.1607)
H (-0.2734, 0.7795, -1.5216)
H (-3.0730, -0.5186, 0.1393)
H (-3.0506, 0.0652, 1.8537)
S (3.5869, -2.0474, -1.0911)
C (3.1494, -0.6488, -0.4974)
Cl (2.3337, 0.6973, -1.2588)
Cl (3.5778, -0.3712, 1.1519)



An isolated ion of composition CH4ClN2O and charge +1 in a non-equilibrium geometry, computed with ωB97M-V with the def2-TZVPD basis set.

Output
Frontier orbital gap (spin up / spin down) in hartree: 0.2817 / 0.2896
<S²>: 2.01
E in eV: -18636.584
Charge: +1
Relative energy (zero: lowest compared OMol25 entry of this formula, charge and spin) in kJ/mol: 354.04
2S+1: 3

CARTESIAN COORDINATES (ANGSTROEM)
C (0.4779, -0.2064, 0.4794)
N (-1.4615, 0.2999, -0.7820)
N (-0.3165, 0.7054, -0.2672)
O (-0.0901, 1.8962, -0.2267)
Cl (-2.1264, -1.2403, -0.9825)
H (1.3838, -0.7303, -0.1528)
H (-0.0559, -1.0500, 0.7893)
H (0.9464, 0.3602, 1.2004)
H (-1.9496, 1.2898, -1.3026)



A 2-piece molecular cluster, CH4ClN3 overall in a non-equilibrium geometry, computed with ωB97M-V with the def2-TZVPD basis set.

Output
Frontier orbital gap in hartree: 0.3710
E in eV: -18091.309
Charge: 0
Relative energy (zero: lowest compared OMol25 entry of this formula, charge and spin) in kJ/mol: 217.08

CARTESIAN COORDINATES (ANGSTROEM)
H (1.5567, 0.2326, 2.2200)
N (2.1212, 1.0753, 2.5558)
N (1.6240, 2.1565, 2.6432)
Cl (0.0071, 2.5696, 1.8768)
C (0.0568, 0.3609, -0.6797)
N (-0.2968, -0.4882, 0.2191)
H (1.0815, 0.5411, -0.9592)
H (-0.7052, 0.8347, -1.3766)
H (-1.2374, -0.6427, -0.0313)



A 2-piece molecular cluster, CH4ClN3O overall in a non-equilibrium geometry, computed with ωB97M-V with the def2-TZVPD basis set.

Output
Frontier orbital gap in hartree: 0.3694
E in eV: -20139.843
Charge: 0
Relative energy (zero: lowest compared OMol25 entry of this formula, charge and spin) in kJ/mol: 56.53

CARTESIAN COORDINATES (ANGSTROEM)
N (1.4431, -1.3331, 0.5421)
C (1.6025, -1.7227, -0.5929)
O (2.0052, -2.2521, -1.5933)
H (0.9020, -0.5388, 0.7764)
N (-0.9508, 1.5274, 0.8639)
N (-1.1133, 0.3314, 0.2483)
Cl (-0.5986, 0.1227, -1.6227)
H (-1.3869, 2.2677, 0.3023)
H (0.0837, 1.6970, 1.0203)
H (-1.9869, -0.0996, 0.0556)



An isolated molecule of CH4ClNOP2 in a non-equilibrium geometry, computed with ωB97M-V with the def2-TZVPD basis set.

Output
Frontier orbital gap (spin up / spin down) in hartree: 0.2814 / 0.2877
E in eV: -35736.263
Charge: 0
Relative energy (zero: lowest compared OMol25 entry of this formula, charge and spin) in kJ/mol: 50.55

CARTESIAN COORDINATES (ANGSTROEM)
C (0.2020, -0.2946, 0.6403)
P (0.7905, 1.3990, 1.0701)
N (0.6274, 2.1226, -0.4354)
O (0.8209, 3.3302, -0.7285)
P (0.2665, 1.1388, -2.0874)
Cl (0.0512, 2.3766, -3.8791)
H (-0.3942, -0.7517, 1.5046)
H (1.0413, -0.9707, 0.3892)
H (-0.5712, -0.1941, -0.1223)
H (-1.0666, 1.2405, -1.5876)



CH4ClNOS as an isolated structure in a non-equilibrium geometry, computed with ωB97M-V with the def2-TZVPD basis set.

Output
Frontier orbital gap in hartree: 0.3735
E in eV: -27995.387
Charge: 0
Relative energy (zero: lowest compared OMol25 entry of this formula, charge and spin) in kJ/mol: 145.35

CARTESIAN COORDINATES (ANGSTROEM)
C (0.9257, -0.0099, -0.8111)
N (-0.9842, -0.3990, 0.8504)
O (-1.0068, 1.7811, -0.5591)
S (-0.1009, 1.0533, 0.3327)
Cl (1.6736, -0.9501, 0.5652)
H (1.6420, 0.5616, -1.3097)
H (0.3549, -0.6739, -1.3415)
H (-0.6226, -0.7876, 1.6832)
H (-1.8817, -0.5755, 0.5899)



CH4CsN2O as an isolated structure in a non-equilibrium geometry, computed with ωB97M-V with the def2-TZVPD basis set.

Output
Frontier orbital gap in hartree: 0.3596
E in eV: -6670.568
Charge: +1
Relative energy (zero: lowest compared OMol25 entry of this formula, charge and spin) in kJ/mol: 314.57

CARTESIAN COORDINATES (ANGSTROEM)
Cs (-1.0649, -2.2854, -1.3353)
C (-0.1721, 0.2941, 0.6017)
O (-0.8502, 0.1819, 1.6243)
N (1.1040, 0.6707, 0.5687)
N (-0.6227, 0.0091, -0.5861)
H (1.5345, 0.8434, 1.4659)
H (1.6273, 0.7077, -0.2943)
H (-1.5064, -0.4783, -0.6286)
H (-0.0494, 0.0569, -1.4163)



CH4CsO as an isolated structure, computed with ωB97M-V with the def2-TZVPD basis set.

Output
Frontier orbital gap in hartree: 0.3935
E in eV: -3691.386
Charge: +1
Relative energy (zero: lowest compared OMol25 entry of this formula, charge and spin) in kJ/mol: 33.85

CARTESIAN COORDINATES (ANGSTROEM)
Cs (-2.1724, -2.3983, 0.5045)
C (0.3877, 0.7723, -0.0380)
O (-0.0423, -0.4792, -0.6170)
H (-0.3471, 1.5209, -0.3183)
H (0.4365, 0.7244, 1.0506)
H (1.3570, 1.0608, -0.4377)
H (0.3806, -1.2009, -0.1441)



A 2-piece molecular cluster, CH4F2NP overall in a non-equilibrium geometry, computed with ωB97M-V with the def2-TZVPD basis set.

Output
Frontier orbital gap in hartree: 0.3445
E in eV: -17313.974
Charge: 0
Relative energy (zero: lowest compared OMol25 entry of this formula, charge and spin) in kJ/mol: 323.32

CARTESIAN COORDINATES (ANGSTROEM)
F (-0.0398, -0.9697, 1.5996)
C (-0.3625, -1.3310, 0.3289)
F (0.7266, -1.6902, -0.3322)
P (-1.8982, -1.2633, -0.4345)
H (-2.5095, -0.4275, 0.4806)
N (0.8829, 1.2904, -0.5753)
H (0.8801, 0.7868, 0.3095)
H (1.8265, 1.3515, -0.9048)
H (0.4940, 2.2530, -0.4719)



CH4F3KO5S as an isolated structure in a non-equilibrium geometry, computed with ωB97M-V with the def2-TZVPD basis set.

Output
Frontier orbital gap in hartree: 0.2214
E in eV: -46651.989
Charge: 0
Relative energy (zero: lowest compared OMol25 entry of this formula, charge and spin) in kJ/mol: 119.33

CARTESIAN COORDINATES (ANGSTROEM)
K (0.1970, 0.7724, 1.3436)
C (-0.2280, -1.7240, -1.9978)
F (-1.1531, -2.3175, -1.2952)
F (0.2206, -0.7041, -1.2621)
F (0.7439, -2.6394, -2.1889)
S (-0.8480, -1.0603, -3.6965)
O (-1.6244, -2.0596, -4.3796)
O (-1.5766, 0.1581, -3.3723)
O (0.3423, -0.7891, -4.4970)
O (-1.1548, 1.4398, 3.7214)
H (-1.0840, 0.8736, 4.4899)
H (-1.9348, 1.9700, 3.8850)
O (2.3528, 2.0934, 2.9170)
H (2.7979, 1.2532, 3.0276)
H (2.9492, 2.7337, 3.3050)



An isolated molecule of CH4F3NP2 in a non-equilibrium geometry, computed with ωB97M-V with the def2-TZVPD basis set.

Output
Frontier orbital gap in hartree: 0.3619
E in eV: -29323.018
Charge: 0
Relative energy (zero: lowest compared OMol25 entry of this formula, charge and spin) in kJ/mol: 146.50

CARTESIAN COORDINATES (ANGSTROEM)
C (-1.7337, 0.8283, -0.5875)
N (-0.6635, -0.1811, -0.6306)
P (0.6663, 0.0679, 0.1040)
F (1.6474, 1.3796, -0.1767)
F (0.6292, 0.5453, 1.6936)
P (1.2483, -1.9915, 0.0182)
F (1.7484, -2.0813, 1.5410)
H (-2.4873, 0.7799, -1.3502)
H (-2.2732, 0.7256, 0.4245)
H (-1.3887, 1.8556, -0.5531)
H (2.6068, -1.9283, -0.4831)



CH4F5KNO9S3 as an isolated structure in a non-equilibrium geometry, computed with ωB97M-V with the def2-TZVPD basis set.

Output
Frontier orbital gap in hartree: 0.3148
E in eV: -83441.566
Charge: -1

CARTESIAN COORDINATES (ANGSTROEM)
K (0.3431, 1.2686, 0.6438)
N (-2.1467, -0.1897, 0.9216)
S (-2.6544, -0.4737, 2.3932)
O (-2.5644, -1.8528, 2.8073)
O (-3.7857, 0.2853, 2.8271)
F (-1.4235, 0.2242, 3.1505)
S (-3.5028, -0.7942, 0.0651)
O (-4.4197, 0.2393, -0.2885)
O (-4.0031, -2.0841, 0.4165)
F (-2.7201, -1.0702, -1.3078)
C (4.9261, 0.9105, -1.6354)
F (5.6867, 0.4545, -2.6420)
F (5.6615, 0.9005, -0.5417)
F (4.5789, 2.1560, -1.9974)
S (3.4002, -0.1044, -1.3528)
O (2.8401, 0.5626, -0.1739)
O (2.5411, -0.0211, -2.5219)
O (3.9475, -1.4368, -1.1061)
O (0.1471, -1.6090, -0.0014)
H (0.0759, -2.5073, 0.3379)
H (-0.7300, -1.2290, 0.1459)
O (-2.2048, 2.4712, 0.0792)
H (-2.2817, 1.5989, 0.5093)
H (-1.7113, 2.3008, -0.7283)



An isolated molecule of CH4FN in a non-equilibrium geometry, computed with ωB97M-V with the def2-TZVPD basis set.

Output
Frontier orbital gap in hartree: 0.4206
E in eV: -5308.750
Charge: 0
Relative energy (zero: lowest compared OMol25 entry of this formula, charge and spin) in kJ/mol: 34.92

CARTESIAN COORDINATES (ANGSTROEM)
N (0.9059, 0.4942, -0.0621)
C (-0.4123, -0.2776, 0.2753)
F (-1.4651, 0.2742, -0.3936)
H (1.3675, -0.0969, -0.7160)
H (0.5630, 1.2704, -0.5430)
H (-0.5245, -0.3240, 1.4325)
H (-0.4344, -1.3404, 0.0069)



A 2-piece molecular cluster, CH4FN2 overall in a non-equilibrium geometry, computed with ωB97M-V with the def2-TZVPD basis set.

Output
Frontier orbital gap (spin up / spin down) in hartree: 0.3647 / 0.3623
E in eV: -6788.378
Charge: +1
Relative energy (zero: lowest compared OMol25 entry of this formula, charge and spin) in kJ/mol: 410.08

CARTESIAN COORDINATES (ANGSTROEM)
C (-0.1013, 0.0541, 0.0318)
N (0.3629, -1.0979, 0.3382)
N (0.1659, 1.2471, -0.1027)
F (-2.0600, -0.4212, -0.5952)
H (1.3892, -1.2835, 0.2811)
H (-0.3802, -1.9350, 0.3071)
H (1.1403, 1.5211, -0.0554)
H (-0.5169, 1.9151, -0.2048)